1.
12
Properties=species:S:1:pos:R:3 method="wB97M-V/def2-TZVPD" fmax_ev_per_a=3.42 e_above_lowest_kj_mol=0.0 multiplicity=1 total_charge=-1 energy_ev=-19487.8266
C -0.45 -1.58 0.04
C -0.37 0.46 0.48
C 0.60 1.02 -0.55
O -0.42 -2.15 1.16
O -0.47 -1.94 -1.15
O 0.12 0.37 1.77
O 0.21 0.64 -1.77
F -1.56 1.13 0.42
F 0.74 2.42 -0.56
F 1.89 0.59 -0.27
H -0.22 -0.53 2.08
H -0.06 -0.41 -1.64


2.
12
Properties=species:S:1:pos:R:3 method="wB97M-V/def2-TZVPD" fmax_ev_per_a=10.09 e_above_lowest_kj_mol=80.2 multiplicity=1 energy_ev=-21495.3529 smiles=OC(C(F)(F)F)C(F)(F)F
O -0.84 -1.59 0.56
C 0.15 -0.69 0.25
C 0.02 -0.37 -1.28
F -1.18 0.38 -1.42
F -0.08 -1.45 -1.99
F 1.01 0.40 -1.72
C 0.18 0.55 1.11
F 1.30 0.48 1.97
F -0.89 0.59 1.96
F 0.33 1.72 0.49
H -0.80 -1.91 1.34
H 1.15 -1.26 0.14


3.
10
Properties=species:S:1:pos:R:3 method="wB97M-V/def2-TZVPD" fmax_ev_per_a=3.47 multiplicity=1 total_charge=+3 energy_ev=-11166.5532
C -1.67 -0.36 -0.77
C -0.79 0.28 -0.02
H -1.37 -1.22 -1.37
H -2.72 -0.11 -0.72
F -1.22 1.16 0.88
O 1.39 1.56 1.05
C 1.61 0.76 0.18
O 0.50 -0.16 0.06
Y 4.00 0.04 -0.34
Li 0.27 -1.95 1.04


4.
10
Properties=species:S:1:pos:R:3 method="wB97M-V/def2-TZVPD" fmax_ev_per_a=1.04 e_above_lowest_kj_mol=125.1 multiplicity=1 energy_ev=-12207.7062
C -0.45 0.90 -0.49
C -0.43 0.65 0.99
O 0.77 -0.12 1.15
C 1.46 -0.22 0.05
O 0.84 0.51 -0.90
O -1.28 1.22 -1.26
H -1.29 0.04 1.31
H -0.37 1.58 1.57
F -0.15 -2.67 -0.68
Li 0.91 -1.89 -1.74


5.
7
Properties=species:S:1:pos:R:3 method="wB97M-V/def2-TZVPD" fmax_ev_per_a=0.74 e_above_lowest_kj_mol=7.8 multiplicity=1 energy_ev=-7349.6346
N -1.48 -2.31 -2.14
C -0.92 -1.64 -1.39
C -0.25 -0.84 -0.45
C -0.78 0.34 -0.16
F -1.97 0.64 -0.68
H 0.66 -1.21 0.00
H -0.36 1.11 0.46


6.
7
Properties=species:S:1:pos:R:3 method="wB97M-V/def2-TZVPD" fmax_ev_per_a=5.09 e_above_lowest_kj_mol=526.8 multiplicity=1 energy_ev=-7344.2550
C -1.13 -0.08 -0.34
C 2.00 -0.12 0.05
C 0.97 -0.39 -0.51
N -2.06 0.17 0.45
F 3.24 0.24 0.32
H -1.29 0.12 -1.34
H -1.73 0.06 1.37


7.
9
Properties=species:S:1:pos:R:3 method="wB97M-V/def2-TZVPD" fmax_ev_per_a=4.28 e_above_lowest_kj_mol=73.4 multiplicity=1 total_charge=+1 energy_ev=-10878.1780 smiles="O=C1[NH+]=CN=C1F"
O -0.84 2.21 0.03
C -0.38 1.15 0.00
N 0.88 0.57 -0.05
C 0.89 -0.83 -0.03
N -0.24 -1.44 -0.07
C -1.21 -0.56 0.07
F -2.44 -0.78 -0.09
H 1.59 1.21 0.28
H 1.77 -1.53 -0.13


8.
8
Properties=species:S:1:pos:R:3 method="wB97M-V/def2-TZVPD" fmax_ev_per_a=2.64 e_above_lowest_kj_mol=221.3 multiplicity=1 energy_ev=-9395.2141 smiles="O=C=CF.C#N"
O -2.01 1.09 0.20
C -1.35 0.36 -0.38
C -0.61 -0.15 -1.39
F 0.66 0.43 -1.50
H -0.74 -1.15 -1.76
C 1.36 -0.09 1.51
N 0.24 -0.19 1.79
H 2.45 -0.30 1.53